A single C3H6S2 molecule in a non-equilibrium geometry, computed with ωB97M-V with the def2-TZVPD basis set.

XYZ file:
```
11
Properties=species:S:1:pos:R:3
S 2.01 -1.08 0.00
C 0.84 0.23 -0.51
C 0.01 1.13 0.50
C -0.66 0.17 -0.37
S -1.79 -1.11 -0.07
H 1.08 -2.01 0.34
H 1.09 0.79 -1.40
H 0.09 0.90 1.50
H -0.11 2.15 0.28
H -1.12 0.41 -1.41
H -1.44 -1.57 1.13
```

The SMILES is S[C@@H]1C[C@@H]1S. For the energy above the lowest of the compared OMol25 structures with the same formula, charge and spin, the calculation gives 41.59 kcal/mol. The HOMO energy comes out at -8.90 eV. The HOMO-LUMO gap comes out at 9.67 eV. Its total charge is 0. The calculation puts the maximum force at 3.7 eV Å⁻¹. The energy comes out at -914.20940 Eh.

2 unconnected molecules or ions with the total composition C3H6SSe, computed with ωB97M-V with the def2-TZVPD basis set.

XYZ file:
```
11
Properties=species:S:1:pos:R:3
C -1.07 1.39 0.37
Se -2.37 0.23 0.28
H -0.76 1.96 -0.49
H -0.64 1.68 1.32
C 1.18 0.02 -0.36
C 0.80 -1.04 0.35
S -0.46 -2.16 -0.12
H 0.80 0.20 -1.35
H 1.95 0.67 0.01
H 1.19 -1.26 1.33
H -0.63 -1.69 -1.36
```

The SMILES is C=[Se].C=CS. For the energy above the lowest of the compared OMol25 structures with the same formula, charge and spin, the calculation gives 9.06 kcal/mol. The HOMO energy comes out at -8.21 eV. The HOMO-LUMO gap comes out at 8.22 eV. Its total charge is 0. The calculation puts the maximum force at 0.5 eV Å⁻¹. The energy comes out at -2917.43383 Eh.

2 unconnected molecules or ions with the total composition C3H6Si in a non-equilibrium geometry, computed with ωB97M-V with the def2-TZVPD basis set.

XYZ file:
```
10
Properties=species:S:1:pos:R:3
C 1.39 -0.61 -0.28
C 1.54 0.68 -0.11
C 0.25 0.06 0.28
Si -1.57 0.00 -0.17
H 1.88 -1.56 -0.57
H 2.15 1.50 -0.08
H 0.33 -0.20 1.76
H -2.30 -0.13 1.08
H -1.72 -0.97 -1.15
H -1.95 1.23 -0.76
```

For the energy above the lowest of the compared OMol25 structures with the same formula, charge and spin, the calculation gives 66.21 kcal/mol. The HOMO energy comes out at -8.31 eV. The HOMO-LUMO gap comes out at 9.47 eV. Its total charge is 0. The calculation puts the maximum force at 5.5 eV Å⁻¹. The energy comes out at -407.21097 Eh.

A molecular structure, C3H7AlO in a non-equilibrium geometry, computed with ωB97M-V with the def2-TZVPD basis set.

XYZ file:
```
12
Properties=species:S:1:pos:R:3
Al 1.53 1.46 -3.49
C -0.93 0.84 -0.03
C 0.41 -0.03 -0.05
C 0.22 -1.24 0.96
O 0.64 -0.39 -1.27
H -1.87 0.31 -0.19
H -0.80 1.61 -0.79
H -0.98 1.30 0.96
H 1.18 0.66 0.31
H 1.12 -1.85 0.85
H -0.67 -1.84 0.77
H 0.15 -0.84 1.98
```

For the energy above the lowest of the compared OMol25 structures with the same formula, charge and spin, the calculation gives 10.12 kcal/mol. The HOMO energy comes out at -20.41 eV. The HOMO-LUMO gap comes out at 6.43 eV. Its total charge is +2. The calculation puts the maximum force at 4.9 eV Å⁻¹. The energy comes out at -435.29732 Eh.

Q: Which of these has the highest HOMO?
A: C3H6SSe

Q: Among the records above, which one has the lowest maximum force?
A: C3H6SSe

Repeat the second record exactly.
2 unconnected molecules or ions with the total composition C3H6SSe, computed with ωB97M-V with the def2-TZVPD basis set.

XYZ file:
```
11
Properties=species:S:1:pos:R:3
C -1.07 1.39 0.37
Se -2.37 0.23 0.28
H -0.76 1.96 -0.49
H -0.64 1.68 1.32
C 1.18 0.02 -0.36
C 0.80 -1.04 0.35
S -0.46 -2.16 -0.12
H 0.80 0.20 -1.35
H 1.95 0.67 0.01
H 1.19 -1.26 1.33
H -0.63 -1.69 -1.36
```

The SMILES is C=[Se].C=CS. For the energy above the lowest of the compared OMol25 structures with the same formula, charge and spin, the calculation gives 9.06 kcal/mol. The HOMO energy comes out at -8.21 eV. The HOMO-LUMO gap comes out at 8.22 eV. Its total charge is 0. The calculation puts the maximum force at 0.5 eV Å⁻¹. The energy comes out at -2917.43383 Eh.